Entry 1:
Below is a single C3H3ClN2O molecule at a distorted geometry, with properties calculated with ωB97M-V/def2-TZVPD.

```
10
Properties=species:S:1:pos:R:3:forces:R:3:lowdin_charge:R:1
O -0.316 2.105 0.048 -3.1 0.5 -1.9 0.015
C -0.091 0.790 -0.059 1.7 -4.6 0.0 -0.305
C 1.141 0.011 0.003 2.2 6.9 0.7 -0.118
N 0.928 -1.243 -0.014 -1.0 -5.6 1.4 -0.072
N -0.407 -1.471 -0.140 0.3 -2.8 0.7 -0.012
C -1.022 -0.345 -0.168 0.3 2.3 0.8 -0.697
Cl -2.776 -0.340 0.049 1.1 0.3 -0.6 0.629
H -1.249 2.213 -0.428 2.9 0.1 1.6 0.173
H 2.252 0.269 0.120 -2.1 0.4 -0.1 0.146
H 1.540 -1.988 0.591 -2.2 2.4 -2.6 0.241
```
Positions in Å, forces in eV/Å.

Calculated values
total charge	0
LUMO	0.6	eV
E	-20707.40718	eV
strongest force on any atom	7.3	eV Å⁻¹
structure (SMILES)	Oc1c[nH]nc1Cl
HOMO level	-0.31318	hartree
multiplicity	1
ΔE to the lowest compared entry with this formula, charge and spin	49.2	kcal per mole
frontier orbital gap	9.12	eV

---

Entry 2:
Below is a molecular structure, C53H65IrN6O2P3S at a distorted geometry, with properties calculated with ωB97M-V/def2-TZVPD.

```
131
Properties=species:S:1:pos:R:3:forces:R:3:lowdin_charge:R:1
Ir -0.313 0.078 0.932 -0.6 -0.4 2.0 0.885
O -1.239 1.021 3.953 0.0 -0.3 0.3 -0.367
S -0.369 0.071 3.283 0.0 0.0 -0.7 0.819
C 1.306 0.247 3.836 0.1 0.3 0.0 -0.377
C 1.549 0.564 5.168 0.0 0.0 -0.1 -0.046
C 2.863 0.720 5.575 0.0 0.0 0.0 -0.006
C 3.903 0.593 4.658 0.0 0.0 0.0 -0.007
C 3.643 0.325 3.324 -0.1 -0.1 0.0 -0.028
C 2.325 0.156 2.901 -0.1 -0.3 0.1 -0.336
P 1.923 -0.107 1.153 -0.1 0.2 -0.3 0.975
C 2.747 -1.635 0.692 0.0 0.0 0.1 -0.336
C 2.719 -2.683 1.616 0.1 0.1 0.2 -0.107
C 3.349 -3.881 1.327 0.0 0.0 0.0 -0.056
C 4.004 -4.043 0.112 0.0 0.0 0.0 -0.029
C 4.031 -3.008 -0.811 0.0 0.0 0.0 -0.039
C 3.404 -1.805 -0.523 0.0 0.0 -0.1 -0.084
C 2.690 1.316 0.346 0.1 0.0 0.1 -0.347
C 4.071 1.331 0.137 0.0 0.0 0.1 -0.085
C 4.695 2.478 -0.330 0.0 0.0 0.0 -0.028
C 3.952 3.624 -0.576 0.0 0.1 0.0 -0.030
C 2.578 3.610 -0.390 0.1 0.1 0.2 -0.063
C 1.946 2.458 0.051 -0.1 0.1 0.4 -0.136
C -0.764 -1.563 3.866 -0.3 0.0 -0.1 -0.342
C -0.713 -1.861 5.223 -0.1 0.0 -0.2 -0.020
C -1.257 -3.061 5.649 0.0 -0.1 0.0 -0.006
C -1.864 -3.928 4.744 0.0 0.0 0.1 -0.008
C -1.892 -3.634 3.392 0.2 0.1 -0.1 -0.026
C -1.327 -2.438 2.947 0.2 0.1 0.0 -0.342
P -1.291 -1.977 1.206 0.5 -0.4 -0.3 0.973
C -1.236 -3.550 0.343 -0.1 0.2 0.0 -0.364
C -2.426 -4.129 -0.105 -0.1 0.0 0.1 -0.087
C -2.409 -5.413 -0.628 0.0 0.0 0.0 -0.040
C -1.212 -6.110 -0.714 0.0 0.0 0.0 -0.028
C -0.028 -5.532 -0.273 0.0 0.0 0.0 -0.036
C -0.039 -4.256 0.263 -0.1 -0.1 0.0 -0.090
C -2.855 -1.172 0.864 0.2 0.3 0.0 -0.377
C -3.745 -0.837 1.895 0.0 0.0 0.0 -0.051
C -4.928 -0.193 1.590 0.0 0.0 0.1 -0.030
C -5.226 0.126 0.269 -0.1 0.0 -0.1 -0.021
C -4.341 -0.187 -0.752 0.0 0.0 0.0 -0.047
C -3.144 -0.822 -0.460 -0.1 -0.1 0.0 -0.105
H 0.734 0.725 5.860 0.0 0.0 0.0 0.126
H 3.079 0.955 6.607 0.0 0.0 0.0 0.131
H 4.925 0.732 4.983 0.0 0.0 0.0 0.130
H 4.464 0.268 2.623 0.0 0.0 0.0 0.117
H 2.229 -2.558 2.576 0.0 0.0 0.0 0.115
H 3.341 -4.684 2.051 0.0 0.0 0.0 0.125
H 4.507 -4.975 -0.108 0.0 0.0 0.0 0.125
H 4.555 -3.130 -1.748 0.0 0.0 0.0 0.126
H 3.442 -0.999 -1.240 0.0 -0.1 0.0 0.079
H 4.671 0.450 0.327 0.0 0.0 0.0 0.112
H 5.763 2.476 -0.494 0.0 0.0 0.0 0.126
H 4.446 4.522 -0.921 0.0 0.0 0.0 0.127
H 1.992 4.494 -0.605 0.0 0.0 0.0 0.121
H 0.870 2.474 0.161 0.0 -0.1 0.0 0.072
H -0.275 -1.184 5.940 0.0 0.0 0.0 0.114
H -1.219 -3.318 6.698 0.0 0.0 0.0 0.132
H -2.314 -4.845 5.100 0.0 0.0 0.0 0.131
H -2.343 -4.325 2.694 0.0 0.0 0.0 0.122
H -3.365 -3.596 -0.035 0.0 0.0 0.0 0.116
H -3.329 -5.867 -0.967 0.0 0.0 0.0 0.125
H -1.203 -7.112 -1.121 0.0 0.0 0.0 0.126
H 0.901 -6.082 -0.341 0.0 0.0 0.0 0.122
H 0.880 -3.811 0.608 0.1 0.0 0.0 0.075
H -3.521 -1.094 2.922 0.0 0.0 0.0 0.117
H -5.629 0.048 2.378 0.0 0.0 0.0 0.127
H -6.164 0.614 0.036 0.0 0.0 0.0 0.128
H -4.588 0.051 -1.775 0.0 0.0 -0.1 0.109
H -2.456 -1.077 -1.256 0.0 0.0 -0.1 0.089
O 0.108 0.047 -1.162 -0.3 0.2 -0.7 -0.449
P -0.015 0.165 -2.698 0.4 0.1 -0.5 0.622
N 1.281 0.967 -3.315 -0.2 0.3 0.2 -0.168
C 2.584 1.280 -2.707 0.1 -0.2 -0.2 -0.188
C 3.475 1.716 -3.872 0.0 0.0 0.0 -0.140
C 2.835 1.073 -5.094 0.0 0.0 0.0 -0.151
C 1.355 1.193 -4.783 -0.1 0.1 0.0 -0.179
N 0.009 -1.188 -3.646 0.0 -0.6 0.8 -0.189
C 1.251 -1.995 -3.649 0.0 0.1 -0.2 -0.161
C 0.953 -3.163 -2.715 -0.1 0.0 -0.1 -0.151
C -0.547 -3.422 -2.933 -0.1 0.0 0.0 -0.137
C -1.057 -2.204 -3.721 -0.1 0.2 -0.1 -0.162
N -1.433 0.853 -3.137 0.0 -0.5 0.1 -0.184
C -2.117 1.868 -2.349 0.0 0.4 0.0 -0.203
C -3.345 2.266 -3.201 0.0 0.1 0.1 -0.146
C -3.367 1.290 -4.379 0.0 0.0 0.0 -0.146
C -1.909 0.905 -4.535 0.1 0.0 -0.2 -0.174
H 2.993 0.393 -2.223 0.0 0.1 -0.1 0.077
H 2.494 2.062 -1.971 0.0 -0.2 -0.3 0.058
H 4.509 1.407 -3.724 0.0 0.0 0.0 0.120
H 3.463 2.803 -3.965 0.0 0.0 0.0 0.122
H 3.121 0.022 -5.169 0.0 0.0 0.0 0.113
H 3.103 1.564 -6.027 0.0 0.0 0.0 0.126
H 0.744 0.470 -5.318 0.0 0.0 0.0 0.107
H 0.994 2.198 -5.022 0.0 0.0 0.0 0.124
H 2.108 -1.387 -3.370 0.1 -0.1 0.0 0.097
H 1.410 -2.359 -4.668 0.0 0.1 0.0 0.138
H 1.156 -2.875 -1.681 0.0 0.0 -0.1 0.077
H 1.560 -4.036 -2.948 0.1 0.0 0.0 0.122
H -1.069 -3.512 -1.985 0.1 0.0 -0.2 0.056
H -0.723 -4.340 -3.490 0.0 0.0 0.0 0.125
H -2.006 -1.794 -3.375 0.0 -0.1 0.0 0.103
H -1.178 -2.468 -4.775 0.0 0.1 0.0 0.129
H -1.472 2.737 -2.167 0.0 0.0 0.0 0.120
H -2.393 1.458 -1.381 0.0 0.0 0.1 0.053
H -3.233 3.286 -3.566 0.0 0.0 0.0 0.119
H -4.267 2.229 -2.623 0.0 0.1 0.0 0.101
H -3.767 1.746 -5.281 0.0 0.0 0.0 0.126
H -3.965 0.405 -4.161 0.0 0.0 0.1 0.109
H -1.371 1.667 -5.105 0.0 0.0 0.0 0.120
H -1.766 -0.054 -5.026 0.0 0.0 0.0 0.108
C 0.060 5.357 1.898 0.0 0.0 0.0 -0.032
N -0.232 3.944 2.142 0.1 0.0 -0.1 -0.130
C 0.692 3.246 3.021 -0.1 0.2 0.1 -0.026
C -1.338 3.347 1.638 0.0 0.0 0.2 -0.416
N -1.380 2.047 1.359 0.3 0.5 -0.9 0.020
N -2.420 4.156 1.468 0.2 -0.1 0.1 -0.144
C -3.491 3.835 0.554 -0.2 -0.1 0.1 -0.031
C -2.790 5.128 2.497 0.0 0.0 0.0 -0.021
H 1.125 5.451 1.690 0.0 0.0 0.0 0.089
H -0.177 5.984 2.758 0.0 0.0 0.0 0.097
H -0.499 5.710 1.036 0.0 0.0 0.0 0.102
H 1.432 3.963 3.368 0.0 0.0 0.0 0.113
H 1.228 2.448 2.516 0.0 0.0 -0.1 0.044
H 0.168 2.846 3.887 0.0 0.0 0.0 0.083
H -2.345 1.808 1.148 0.0 -0.1 0.1 0.043
H -3.094 3.323 -0.309 0.1 -0.2 -0.3 0.063
H -3.954 4.763 0.217 0.0 0.0 0.0 0.110
H -4.272 3.223 1.023 0.0 0.0 0.0 0.098
H -2.081 5.101 3.318 0.0 0.0 0.0 0.091
H -3.773 4.866 2.891 0.0 0.0 0.0 0.104
H -2.836 6.139 2.091 0.0 0.0 0.0 0.105
```
Positions in Å, forces in eV/Å.

Calculated values
total charge	+3
LUMO	-8.8	eV
E	-110573.31888	eV
strongest force on any atom	2.1	eV Å⁻¹
HOMO level	-0.56284	hartree
multiplicity	1
ΔE to the lowest compared entry with this formula, charge and spin	42.5	kcal per mole
frontier orbital gap	6.47	eV

---

Entry 3:
Below is a single C19H31N3O3S molecule at a distorted geometry, with properties calculated with ωB97M-V/def2-TZVPD.

```
57
Properties=species:S:1:pos:R:3:forces:R:3:lowdin_charge:R:1
C 7.027 -0.703 1.080 0.0 -0.2 0.0 -0.101
C 6.371 -1.796 0.243 0.3 0.1 0.2 -0.281
C 5.501 -1.220 -0.858 -0.7 -0.1 0.5 -0.224
S 3.941 -0.570 -0.189 0.3 -0.4 -0.4 0.663
O 4.199 0.513 0.713 0.1 0.0 0.3 -0.287
O 3.076 -0.282 -1.307 0.1 -0.2 -0.1 -0.301
N 3.385 -1.872 0.729 0.5 0.8 -0.4 -0.244
C 2.614 -1.467 1.889 -0.2 0.6 0.4 -0.190
C 1.252 -0.924 1.468 0.1 -0.3 0.2 -0.124
C 0.484 -1.976 0.655 -0.1 0.1 -0.1 -0.218
C -0.825 -1.367 0.154 0.6 -0.3 0.2 -0.473
O -1.911 -1.728 0.560 -0.4 -0.1 0.2 0.070
N -0.670 -0.397 -0.772 0.1 0.4 -0.3 0.075
C -1.783 0.386 -1.249 -0.2 0.2 0.2 -0.145
C -1.958 1.674 -0.413 0.0 -0.3 0.0 -0.155
N -3.180 2.388 -0.665 0.2 0.0 -0.1 -0.116
C -3.221 3.226 -1.844 -0.3 0.1 -0.2 -0.224
C -3.982 2.598 -3.014 0.1 0.2 0.2 -0.069
C -4.349 2.043 -0.007 -0.1 0.0 0.2 -0.222
C -4.433 0.909 0.812 0.1 0.0 0.0 -0.024
C -5.593 0.615 1.502 -0.1 0.0 0.0 -0.088
C -6.710 1.425 1.400 -0.1 0.0 0.1 -0.114
C -6.645 2.544 0.588 0.0 0.0 0.0 -0.098
C -5.491 2.850 -0.104 0.0 0.1 -0.1 -0.043
C 1.329 -2.521 -0.502 0.1 -0.1 0.1 -0.131
C 2.727 -2.920 -0.025 -0.3 -0.2 -0.6 -0.184
H 6.270 -0.031 1.471 0.1 0.1 0.1 0.055
H 7.576 -1.140 1.910 0.1 0.0 0.1 0.074
H 7.722 -0.126 0.474 0.1 0.1 0.0 0.078
H 5.745 -2.422 0.881 0.1 -0.1 -0.1 0.098
H 7.143 -2.429 -0.203 -0.1 0.0 0.0 0.112
H 5.974 -0.379 -1.360 -0.1 0.1 -0.1 0.111
H 5.211 -1.962 -1.596 0.0 0.0 -0.1 0.094
H 2.508 -2.338 2.543 0.1 0.0 0.0 0.134
H 3.190 -0.697 2.403 -0.1 -0.1 0.2 0.115
H 0.670 -0.642 2.347 0.0 0.1 0.0 0.131
H 1.428 -0.029 0.867 -0.1 0.1 0.1 0.107
H 0.215 -2.802 1.323 -0.1 0.1 -0.1 0.153
H 0.258 -0.075 -1.004 0.0 -0.1 0.0 0.129
H -2.681 -0.230 -1.157 0.1 0.1 -0.1 0.122
H -1.618 0.632 -2.301 -0.1 0.0 0.0 0.118
H -1.917 1.407 0.646 0.1 0.0 -0.1 0.123
H -1.117 2.347 -0.616 0.0 -0.1 0.1 0.123
H -3.671 4.192 -1.593 0.1 0.0 -0.1 0.107
H -2.190 3.423 -2.147 -0.1 0.0 0.1 0.116
H -3.513 1.669 -3.325 0.0 -0.1 -0.1 0.063
H -5.007 2.382 -2.723 -0.1 0.0 0.0 0.067
H -3.995 3.283 -3.858 0.0 0.0 -0.1 0.073
H -3.606 0.226 0.911 0.2 -0.1 0.0 0.084
H -5.621 -0.270 2.120 0.0 -0.1 0.0 0.104
H -7.615 1.188 1.938 -0.1 0.0 0.0 0.094
H -7.504 3.193 0.491 0.0 0.1 0.0 0.100
H -5.483 3.738 -0.715 0.0 0.1 -0.1 0.098
H 1.448 -1.764 -1.276 -0.1 -0.2 0.0 0.088
H 0.833 -3.388 -0.941 0.0 0.0 0.0 0.129
H 2.674 -3.800 0.626 0.1 0.0 -0.1 0.133
H 3.357 -3.162 -0.882 -0.1 -0.2 0.0 0.117
```
Positions in Å, forces in eV/Å.

Calculated values
total charge	0
LUMO	0.6	eV
E	-41654.63925	eV
strongest force on any atom	1.1	eV Å⁻¹
structure (SMILES)	CCCS(=O)(=O)N1CCC(C(=O)NCCN(CC)c2ccccc2)CC1
HOMO level	-0.27041	hartree
multiplicity	1
ΔE to the lowest compared entry with this formula, charge and spin	10.9	kcal per mole
frontier orbital gap	7.92	eV

---

Entry 4:
Below is a molecular structure, C12H22I2InN2O3S3Y at a distorted geometry, with properties calculated with ωB97M-V/def2-TZVPD.

```
46
Properties=species:S:1:pos:R:3:forces:R:3:lowdin_charge:R:1
I -1.501 1.640 2.165 -0.2 0.3 0.0 0.751
I 0.924 1.937 -5.271 0.1 1.0 -1.6 0.821
Y 0.711 0.477 -2.894 -1.0 1.8 0.3 0.477
In -0.033 0.364 -0.081 -2.2 1.4 -0.2 -0.078
S -1.636 1.207 -1.825 1.0 -1.1 -0.5 0.553
S 1.042 2.376 -0.995 0.8 -1.8 0.0 0.594
C -0.856 -1.903 0.631 -1.3 -2.4 -1.6 -0.523
C -3.042 0.042 -2.352 0.1 0.5 0.2 -0.812
C 2.838 2.505 -0.376 -0.6 0.3 -0.1 -0.814
C -3.171 0.421 -3.823 -0.4 0.3 0.0 -0.112
C -2.924 -1.472 -2.148 0.0 -0.1 0.1 -0.063
C -4.120 0.648 -1.453 -0.5 0.2 -0.2 -0.120
C 3.248 3.568 -1.397 0.2 0.4 0.1 -0.123
C 3.782 1.296 -0.394 0.0 0.1 -0.1 -0.067
C 2.597 3.037 1.036 0.2 0.4 -0.1 -0.107
C -0.011 -1.722 -3.636 -2.5 -6.3 -4.2 0.023
C 2.853 -0.716 -2.743 6.9 -2.3 -1.4 0.028
O -1.572 -2.879 0.554 2.8 4.1 0.7 0.122
O -0.374 -2.633 -4.269 2.1 4.9 3.5 0.223
O 3.935 -1.063 -2.990 -5.6 1.6 1.4 0.222
H -2.313 0.058 -4.420 -0.4 -0.1 0.1 0.068
H -3.194 1.519 -3.918 -0.2 -0.4 -0.2 0.091
H -4.106 -0.015 -4.208 0.4 0.2 -0.1 0.125
H -1.901 -1.874 -2.127 -0.2 0.2 0.1 0.027
H -3.437 -1.957 -2.999 0.1 0.1 0.5 0.122
H -3.433 -1.772 -1.218 0.3 0.0 -0.4 0.100
H -3.869 0.487 -0.385 -0.3 -0.1 -0.6 0.077
H -5.090 0.184 -1.694 0.2 0.2 0.2 0.125
H -4.161 1.739 -1.625 -0.3 -0.5 0.1 0.094
H 4.260 3.920 -1.151 -0.3 0.1 -0.3 0.127
H 2.521 4.401 -1.361 0.6 -0.1 0.0 0.096
H 3.221 3.150 -2.425 0.3 0.2 0.5 0.077
H 4.452 1.404 0.480 -0.2 -0.2 -0.5 0.121
H 4.403 1.310 -1.303 -0.1 -0.1 0.3 0.096
H 3.300 0.307 -0.316 0.0 0.3 0.2 0.051
H 3.562 3.407 1.423 -0.5 -0.1 0.1 0.124
H 2.183 2.254 1.702 0.4 0.3 -0.2 0.078
H 1.865 3.862 0.994 0.5 -0.2 0.2 0.094
N -1.277 -1.878 4.008 3.6 -0.6 -0.1 0.231
C -0.064 -1.802 3.407 0.4 -1.6 4.2 -0.555
N 1.087 -2.266 3.939 -2.5 0.3 0.3 0.190
S 0.275 -1.157 1.812 -1.3 -2.1 1.1 0.860
H -1.369 -2.317 4.956 -0.1 0.5 -1.2 0.196
H -2.043 -1.447 3.562 -1.2 0.3 -0.3 0.099
H 1.870 -2.103 3.340 1.0 -0.5 0.4 0.101
H 1.168 -2.755 4.857 0.1 0.6 -0.9 0.193
```
Positions in Å, forces in eV/Å.

Calculated values
total charge	+4
LUMO (spin up / spin down)	-16.4 / -15.3	eV
E	-76802.18756	eV
strongest force on any atom	8.0	eV Å⁻¹
HOMO level (spin up / spin down)	-0.76006 / -0.76237	hartree
multiplicity	1
ΔE to the lowest compared entry with this formula, charge and spin	28.6	kcal per mole
frontier orbital gap (spin up / spin down)	4.32 / 5.47	eV

---

Which value of total charge does entry 1 give?
0

---

Number 2 is which compound?
C53H65IrN6O2P3S

---

Which value of total charge does entry 1 give?
0

---

Which of these has the lowest ΔE to the lowest compared entry with this formula, charge and spin?
C19H31N3O3S